ORCA calculation (ωB97M-V/def2-TZVPD) on 12 unconnected molecules or ions with the total composition C22H68O12 in a non-equilibrium geometry.

For the energy above the lowest of the compared OMol25 structures with the same formula, charge and spin, the calculation gives 109.27 kcal/mol. As for the SMILES: CC(C)O.CC(C)O.CC(C)O.CC(C)O.CC(C)O.CO.CO.CO.CO.CO.CO.CO. Its HOMO energy is -9.904 eV. As for the total charge: 0. The total energy is -48480.5666 eV.

Cartesian coordinates (Å):
C1 -1.905 -6.044 6.337
C2 -0.899 -6.097 5.170
C3 -0.963 -7.340 4.316
O1 -1.278 -5.044 4.308
H1 -1.712 -6.852 7.043
H2 -2.933 -6.149 5.991
H3 -1.902 -5.125 6.923
H4 0.117 -6.052 5.562
H5 -1.986 -7.586 4.031
H6 -0.566 -8.205 4.846
H7 -0.407 -7.220 3.386
H8 -0.894 -5.121 3.431
C4 4.540 -1.909 5.292
C5 5.506 -1.062 4.467
C6 4.810 -0.169 3.442
O2 6.151 -0.305 5.413
H9 3.915 -2.442 4.575
H10 3.834 -1.300 5.856
H11 5.076 -2.699 5.818
H12 6.373 -1.603 4.087
H13 3.919 0.287 3.873
H14 4.593 -0.687 2.508
H15 5.539 0.598 3.180
H16 6.713 -0.875 5.944
C7 3.001 1.375 -8.419
C8 2.117 0.797 -7.323
C9 2.427 -0.666 -6.976
O3 2.372 1.636 -6.183
H17 4.050 1.214 -8.172
H18 2.777 2.419 -8.634
H19 2.807 0.864 -9.363
H20 1.054 0.798 -7.563
H21 2.107 -1.285 -7.814
H22 1.810 -1.013 -6.147
H23 3.462 -0.896 -6.723
H24 1.963 2.481 -6.381
C10 -5.250 2.058 6.035
C11 -4.090 0.982 5.848
C12 -3.230 0.989 7.060
O4 -4.636 -0.301 5.729
H25 -6.100 1.944 5.362
H26 -4.841 3.061 5.912
H27 -5.747 1.891 6.990
H28 -3.530 1.243 4.950
H29 -3.880 0.771 7.907
H30 -2.825 1.974 7.294
H31 -2.368 0.325 7.005
H32 -3.881 -0.893 5.685
C13 -6.295 -2.649 -6.549
C14 -5.864 -1.288 -5.969
C15 -4.391 -1.119 -6.171
O5 -6.568 -0.335 -6.702
H33 -7.374 -2.781 -6.471
H34 -5.844 -3.454 -5.968
H35 -6.106 -2.856 -7.602
H36 -6.089 -1.198 -4.906
H37 -3.841 -1.992 -5.822
H38 -4.118 -0.141 -5.775
H39 -4.125 -1.103 -7.228
H40 -6.034 0.463 -6.718
C16 7.885 2.215 -3.958
O6 6.689 1.818 -3.259
H41 7.938 1.622 -4.871
H42 7.879 3.246 -4.310
H43 8.794 2.069 -3.374
H44 5.939 1.897 -3.852
C17 1.860 -5.756 -1.813
O7 0.988 -4.891 -1.069
H45 2.683 -5.195 -2.256
H46 2.304 -6.585 -1.263
H47 1.361 -6.156 -2.695
H48 1.134 -3.988 -1.362
C18 -1.289 6.227 -4.454
O8 -0.873 6.053 -5.729
H49 -2.186 6.842 -4.537
H50 -1.557 5.251 -4.049
H51 -0.530 6.693 -3.826
H52 -0.590 6.905 -6.069
C19 1.595 5.868 5.644
O9 1.505 5.911 7.030
H53 1.119 6.718 5.156
H54 2.637 6.037 5.372
H55 1.199 4.922 5.274
H56 1.984 5.170 7.410
C20 -7.053 -1.465 0.466
O10 -7.627 -1.731 1.736
H57 -5.973 -1.413 0.608
H58 -7.388 -2.249 -0.212
H59 -7.373 -0.534 -0.003
H60 -7.171 -1.304 2.464
C21 -0.375 0.692 -0.349
O11 0.507 0.055 -1.218
H61 -1.313 0.862 -0.878
H62 -0.522 0.069 0.533
H63 0.028 1.605 0.089
H64 0.909 0.625 -1.878
C22 4.239 5.970 0.072
O12 4.159 7.159 -0.686
H65 5.036 5.317 -0.284
H66 4.539 6.169 1.101
H67 3.336 5.367 -0.019
H68 5.013 7.598 -0.678

ORCA calculation (ωB97M-V/def2-TZVPD) on 5 unconnected molecules or ions with the total composition C17H32BrN4O5PS4 in a non-equilibrium geometry.

Its HOMO energy is -8.734 eV. As for the total charge: 0. The total energy is -157014.9814 eV.

Cartesian coordinates (Å):
N1 -2.795 4.707 1.502
C1 -2.697 4.538 0.360
C2 -2.456 4.493 -1.112
C3 -2.924 5.797 -1.790
C4 -1.939 6.565 -2.366
C5 -2.344 7.769 -2.951
C6 -3.697 8.014 -2.865
C7 -4.606 7.151 -2.290
N2 -4.214 6.015 -1.738
C8 -3.088 3.208 -1.718
N3 -2.393 2.030 -1.091
C9 -4.522 3.032 -1.365
N4 -5.675 3.025 -1.259
P1 -2.783 3.026 -3.578
O1 -1.158 2.860 -3.570
Br1 -3.662 1.018 -4.153
H1 -1.370 4.386 -1.225
H2 -0.889 6.291 -2.357
H3 -1.647 8.458 -3.411
H4 -4.077 8.947 -3.280
H5 -5.668 7.381 -2.276
H6 -2.904 1.766 -0.253
H7 -1.467 2.291 -0.757
H8 -0.823 2.768 -2.657
C10 2.092 -0.223 -2.799
S1 1.716 0.787 -1.368
O2 0.463 1.542 -1.676
C11 3.087 1.933 -1.572
H9 1.323 -0.989 -2.882
H10 2.094 0.395 -3.698
H11 3.064 -0.696 -2.660
H12 3.027 2.416 -2.548
H13 4.028 1.391 -1.476
H14 3.021 2.687 -0.789
C12 -2.393 -1.111 -0.416
S2 -0.868 -1.831 0.206
O3 -0.019 -2.168 -0.971
C13 -1.610 -3.366 0.785
H15 -2.157 -0.147 -0.869
H16 -2.832 -1.767 -1.168
H17 -3.090 -0.964 0.411
H18 -2.099 -3.876 -0.045
H19 -2.333 -3.145 1.571
H20 -0.821 -3.998 1.187
C14 1.851 -3.693 1.651
S3 2.900 -2.306 1.211
O4 3.825 -2.766 0.139
C15 3.833 -2.286 2.752
H21 1.202 -3.910 0.804
H22 2.462 -4.569 1.875
H23 1.242 -3.428 2.516
H24 4.320 -3.250 2.903
H25 3.159 -2.069 3.581
H26 4.587 -1.504 2.683
C16 4.591 -6.855 4.040
S4 3.082 -7.825 3.896
O5 2.096 -6.998 3.153
C17 2.641 -7.747 5.639
H27 5.019 -6.743 3.046
H28 4.361 -5.871 4.452
H29 5.300 -7.378 4.683
H30 2.536 -6.706 5.948
H31 3.411 -8.242 6.231
H32 1.693 -8.264 5.772